Here is 16 unconnected molecules or ions with the total composition C76H200N16O22 in a non-equilibrium geometry from the OMol25 dataset. Energies are from ωB97M-V/def2-TZVPD.

Summary:
Strongest force on any atom   3.3 eV/Å
Total charge   0
HOMO   -8.2 eV
Frontier orbital gap   8.66 eV
ΔE to the lowest compared entry with this formula, charge and spin   8.597 eV
Total energy   -5546.1003 hartree

Bonds (Å) are listed after each position.
Positions of all 314 atoms, in Å:
1 C -2.943 -6.768 9.725  C2 1.603, H7 1.090, H8 1.090, H9 1.090
2 C -3.372 -5.409 8.990  C1 1.603, C3 1.557, N6 1.450, H10 1.090
3 C -2.241 -4.638 8.247  C2 1.557, O4 1.451, H11 1.090, H12 1.090
4 O -2.578 -3.357 7.656  C3 1.451, C5 1.405
5 C -2.040 -2.992 6.411  O4 1.405, H13 1.090, H14 1.090, H15 1.090
6 N -4.420 -5.799 8.067  C2 1.450, H16 1.010, H17 1.010
7 H -3.601 -7.486 10.216  C1 1.090
8 H -2.259 -6.499 10.530  C1 1.090
9 H -2.462 -7.502 9.079  C1 1.090
10 H -3.853 -4.829 9.777  C2 1.090
11 H -1.842 -5.344 7.519  C3 1.090
12 H -1.495 -4.681 9.041  C3 1.090
13 H -2.496 -2.115 5.952  C5 1.090
14 H -2.270 -3.771 5.686  C5 1.090
15 H -0.959 -2.935 6.543  C5 1.090
16 H -5.225 -5.977 8.650  N6 1.010
17 H -4.742 -4.928 7.668  N6 1.010
18 C -1.306 1.242 1.682  C19 1.609, H24 1.090, H25 1.090, H26 1.090
19 C -0.248 0.541 0.692  C18 1.609, C20 1.561, N23 1.425, H27 1.090
20 C -0.636 0.639 -0.817  C19 1.561, O21 1.432, H28 1.090, H29 1.090
21 O 0.293 -0.200 -1.512  C20 1.432, C22 1.397
22 C 0.244 -0.203 -2.909  O21 1.397, H30 1.090, H31 1.090, H32 1.090
23 N 1.022 1.128 0.964  C19 1.425, H33 1.010, H34 1.010
24 H -1.229 2.323 1.791  C18 1.090
25 H -1.250 0.889 2.712  C18 1.090
26 H -2.314 0.908 1.436  C18 1.090
27 H -0.209 -0.541 0.818  C19 1.090
28 H -0.515 1.665 -1.162  C20 1.090
29 H -1.704 0.441 -0.909  C20 1.090
30 H 0.648 0.723 -3.321  C22 1.090
31 H -0.808 -0.298 -3.178  C22 1.090
32 H 0.746 -1.034 -3.405  C22 1.090
33 H 1.404 0.830 0.078  N23 1.010
34 H 0.860 2.090 0.705  N23 1.010
35 C -2.645 6.626 -4.628  C36 1.579, H41 1.090, H42 1.090, H43 1.090
36 C -1.558 6.708 -3.486  C35 1.579, C37 1.532, N40 1.492, H44 1.090
37 C -0.173 6.622 -4.137  C36 1.532, O38 1.387, H45 1.090, H46 1.090
38 O -0.113 5.273 -4.454  C37 1.387, C39 1.424
39 C 0.785 4.834 -5.468  O38 1.424, H47 1.090, H48 1.090, H49 1.090
40 N -1.872 7.934 -2.696  C36 1.492, H50 1.010, H51 1.010
41 H -3.680 6.785 -4.324  C35 1.090
42 H -2.741 5.671 -5.146  C35 1.090
43 H -2.455 7.250 -5.501  C35 1.090
44 H -1.702 5.871 -2.804  C36 1.090
45 H 0.631 7.028 -3.523  C37 1.090
46 H -0.133 7.179 -5.073  C37 1.090
47 H 0.278 4.915 -6.429  C39 1.090
48 H 1.149 3.810 -5.381  C39 1.090
49 H 1.636 5.513 -5.502  C39 1.090
50 H -1.100 8.577 -2.800  N40 1.010
51 H -1.779 7.719 -1.714  N40 1.010
52 C 7.085 -6.514 -6.076  C53 1.520, H58 1.090, H59 1.090, H60 1.090
53 C 7.058 -4.999 -5.957  C52 1.520, C54 1.610, N57 1.476, H61 1.090
54 C 6.015 -4.506 -4.834  C53 1.610, O55 1.459, H62 1.090, H63 1.090
55 O 4.687 -5.090 -4.990  C54 1.459, C56 1.455
56 C 3.909 -4.463 -6.047  O55 1.455, H64 1.090, H65 1.090, H66 1.090
57 N 8.423 -4.448 -5.853  C53 1.476, H67 1.010, H68 1.010
58 H 6.111 -6.992 -6.183  C52 1.090
59 H 7.423 -7.002 -5.162  C52 1.090
60 H 7.754 -7.054 -6.747  C52 1.090
61 H 6.601 -4.499 -6.811  C53 1.090
62 H 6.032 -3.416 -4.801  C54 1.090
63 H 6.220 -4.707 -3.782  C54 1.090
64 H 4.167 -3.425 -5.836  C56 1.090
65 H 2.860 -4.618 -5.795  C56 1.090
66 H 4.152 -4.678 -7.088  C56 1.090
67 H 9.036 -5.031 -6.406  N57 1.010
68 H 8.751 -4.455 -4.898  N57 1.010
69 C 0.203 -3.377 0.832  C70 1.509, H75 1.090, H76 1.090, H77 1.090
70 C -1.159 -3.226 1.465  C69 1.509, C71 1.521, N74 1.465, H78 1.090
71 C -2.188 -4.127 0.802  C70 1.521, O72 1.424, H79 1.090, H80 1.090
72 O -3.425 -3.610 1.281  C71 1.424, C73 1.446
73 C -4.526 -4.502 0.994  O72 1.446, H81 1.090, H82 1.090, H83 1.090
74 N -0.980 -3.603 2.870  C70 1.465, H84 1.010, H85 1.010
75 H 0.513 -4.420 0.761  C69 1.090
76 H 0.934 -2.791 1.390  C69 1.090
77 H 0.076 -2.885 -0.132  C69 1.090
78 H -1.527 -2.200 1.453  C70 1.090
79 H -2.063 -5.158 1.131  C71 1.090
80 H -2.208 -4.052 -0.286  C71 1.090
81 H -5.446 -3.918 1.002  C73 1.090
82 H -4.506 -5.263 1.774  C73 1.090
83 H -4.360 -4.989 0.033  C73 1.090
84 H -1.937 -3.800 3.127  N74 1.010
85 H -0.546 -4.514 2.830  N74 1.010
86 C -2.116 -3.580 -7.921  C87 1.496, H92 1.090, H93 1.090, H94 1.090
87 C -0.720 -3.339 -7.439  C86 1.496, C88 1.519, N91 1.466, H95 1.090
88 C -0.525 -3.090 -5.953  C87 1.519, O89 1.383, H96 1.090, H97 1.090
89 O -1.232 -3.965 -5.150  C88 1.383, C90 1.445
90 C -0.437 -5.135 -4.855  O89 1.445, H98 1.090, H99 1.090, H100 1.090
91 N 0.085 -4.424 -8.007  C87 1.466, H101 1.010, H102 1.010
92 H -2.848 -3.119 -7.259  C86 1.090
93 H -2.356 -4.612 -7.667  C86 1.090
94 H -2.285 -3.265 -8.951  C86 1.090
95 H -0.332 -2.453 -7.941  C87 1.090
96 H -0.978 -2.129 -5.708  C88 1.090
97 H 0.529 -2.971 -5.701  C88 1.090
98 H 0.316 -5.354 -5.611  C90 1.090
99 H -1.208 -5.903 -4.782  C90 1.090
100 H 0.064 -4.872 -3.923  C90 1.090
101 H 1.081 -4.264 -7.944  N91 1.010
102 H -0.123 -5.307 -7.563  N91 1.010
103 C -7.964 1.767 -1.623  C104 1.502, H109 1.090, H110 1.090, H111 1.090
104 C -7.509 1.196 -0.311  C103 1.502, C105 1.534, N108 1.452, H112 1.090
105 C -8.015 -0.241 -0.133  C104 1.534, O106 1.378, H113 1.090, H114 1.090
106 O -8.109 -0.657 1.178  C105 1.378, C107 1.448
107 C -8.712 -1.973 1.226  O106 1.448, H115 1.090, H116 1.090, H117 1.090
108 N -6.067 1.207 -0.141  C104 1.452, H118 1.010, H119 1.010
109 H -9.040 1.830 -1.791  C103 1.090
110 H -7.706 1.047 -2.400  C103 1.090
111 H -7.462 2.726 -1.746  C103 1.090
112 H -7.965 1.837 0.444  C104 1.090
113 H -7.348 -0.865 -0.728  C105 1.090
114 H -8.992 -0.396 -0.589  C105 1.090
115 H -8.384 -2.309 2.210  C107 1.090
116 H -8.359 -2.797 0.606  C107 1.090
117 H -9.794 -1.879 1.137  C107 1.090
118 H -5.763 0.972 0.793  N108 1.010
119 H -5.692 2.130 -0.306  N108 1.010
120 C 1.702 0.580 5.276  C121 1.548, H126 1.090, H127 1.090, H128 1.090
121 C 1.600 -0.764 4.513  C120 1.548, C122 1.561, N125 1.488, H129 1.090
122 C 1.450 -1.973 5.489  C121 1.561, O123 1.390, H130 1.090, H131 1.090
123 O 2.610 -2.736 5.404  C122 1.390, C124 1.436
124 C 3.829 -2.126 5.855  O123 1.436, H132 1.090, H133 1.090, H134 1.090
125 N 0.397 -0.804 3.639  C121 1.488, H135 1.010, H136 1.010
126 H 0.849 0.779 5.924  C120 1.090
127 H 1.803 1.393 4.556  C120 1.090
128 H 2.476 0.630 6.042  C120 1.090
129 H 2.379 -0.915 3.766  C121 1.090
130 H 0.601 -2.623 5.275  C122 1.090
131 H 1.236 -1.618 6.496  C122 1.090
132 H 4.604 -2.871 6.038  C124 1.090
133 H 3.476 -1.666 6.779  C124 1.090
134 H 4.347 -1.447 5.179  C124 1.090
135 H 0.411 -0.202 2.828  N125 1.010
136 H 0.137 -1.649 3.152  N125 1.010
137 C -4.996 3.119 4.302  C138 1.550, H143 1.090, H144 1.090, H145 1.090
138 C -5.521 2.687 5.695  C137 1.550, C139 1.567, N142 1.448, H146 1.090
139 C -4.982 1.298 6.181  C138 1.567, O140 1.347, H147 1.090, H148 1.090
140 O -5.809 0.813 7.127  C139 1.347, C141 1.393
141 C -5.483 -0.405 7.718  O140 1.393, H149 1.090, H150 1.090, H151 1.090
142 N -4.990 3.652 6.634  C138 1.448, H152 1.010, H153 1.010
143 H -5.466 2.446 3.585  C137 1.090
144 H -3.936 2.886 4.200  C137 1.090
145 H -5.184 4.155 4.021  C137 1.090
146 H -6.594 2.866 5.633  C138 1.090
147 H -3.961 1.420 6.543  C139 1.090
148 H -4.916 0.576 5.367  C139 1.090
149 H -5.974 -0.346 8.689  C141 1.090
150 H -4.470 -0.379 8.118  C141 1.090
151 H -5.660 -1.334 7.175  C141 1.090
152 H -5.262 3.496 7.594  N142 1.010
153 H -5.430 4.535 6.416  N142 1.010
154 C 4.008 3.689 -0.789  C155 1.544, H160 1.090, H161 1.090, H162 1.090
155 C 2.695 4.099 -1.491  C154 1.544, C156 1.545, N159 1.428, H163 1.090
156 C 1.647 4.427 -0.405  C155 1.545, O157 1.404, H164 1.090, H165 1.090
157 O 0.453 4.943 -0.934  C156 1.404, C158 1.423
158 C -0.373 5.717 -0.073  O157 1.423, H166 1.090, H167 1.090, H168 1.090
159 N 2.847 5.112 -2.487  C155 1.428, H169 1.010, H170 1.010
160 H 4.431 4.560 -0.288  C154 1.090
161 H 4.757 3.424 -1.536  C154 1.090
162 H 3.980 2.761 -0.217  C154 1.090
163 H 2.319 3.175 -1.931  C155 1.090
164 H 1.917 5.261 0.242  C156 1.090
165 H 1.355 3.508 0.105  C156 1.090
166 H -0.570 5.171 0.850  C158 1.090
167 H -1.318 5.886 -0.589  C158 1.090
168 H 0.214 6.621 0.092  C158 1.090
169 H 2.367 5.012 -3.370  N159 1.010
170 H 2.358 5.937 -2.171  N159 1.010
171 C 4.492 -4.760 0.795  O172 1.362, H180 1.090, H181 1.090, H182 1.090
172 O 3.761 -5.488 1.683  C171 1.362, C173 1.404
173 C 3.551 -4.782 2.879  O172 1.404, C174 1.630, H183 1.090, H184 1.090
174 C 3.375 -5.834 4.111  C173 1.630, N175 1.460, H185 1.090, H186 1.090
175 N 2.095 -6.535 4.100  C174 1.460, C176 1.448, H187 1.010
176 C 1.073 -5.664 4.642  N175 1.448, C177 1.470, H188 1.090, H189 1.090
177 C -0.195 -6.406 4.623  C176 1.470, O178 1.404, H190 1.090, H191 1.090
178 O -0.847 -6.417 3.380  C177 1.404, C179 1.437
179 C -2.075 -7.162 3.399  O178 1.437, H192 1.090, H193 1.090, H194 1.090
180 H 4.166 -3.735 0.615  C171 1.090
181 H 4.457 -5.258 -0.174  C171 1.090
182 H 5.569 -4.750 0.964  C171 1.090
183 H 2.677 -4.158 2.696  C173 1.090
184 H 4.431 -4.228 3.206  C173 1.090
185 H 3.474 -5.499 5.143  C174 1.090
186 H 4.113 -6.623 3.962  C174 1.090
187 H 1.974 -6.780 3.128  N175 1.010
188 H 1.099 -4.717 4.103  C176 1.090
189 H 1.396 -5.465 5.664  C176 1.090
190 H -0.905 -5.971 5.326  C177 1.090
191 H -0.032 -7.461 4.841  C177 1.090
192 H -2.847 -6.906 4.125  C179 1.090
193 H -1.800 -8.187 3.649  C179 1.090
194 H -2.540 -7.088 2.416  C179 1.090
195 C 2.842 4.025 -9.163  O196 1.416, H204 1.090, H205 1.090, H206 1.090
196 O 3.666 3.194 -8.364  C195 1.416, C197 1.378
197 C 3.066 2.227 -7.588  O196 1.378, C198 1.549, H207 1.090, H208 1.090
198 C 3.920 1.790 -6.372  C197 1.549, N199 1.483, H209 1.090, H210 1.090
199 N 3.533 0.450 -5.868  C198 1.483, C200 1.435, H211 1.010
200 C 4.573 0.108 -4.940  N199 1.435, C201 1.525, H212 1.090, H213 1.090
201 C 4.343 -1.112 -4.053  C200 1.525, O202 1.505, H214 1.090, H215 1.090
202 O 3.473 -0.659 -2.911  C201 1.505, C203 1.395
203 C 3.297 -1.733 -2.039  O202 1.395, H216 1.090, H217 1.090, H218 1.090
204 H 3.488 4.856 -9.446  C195 1.090
205 H 1.910 4.319 -8.681  C195 1.090
206 H 2.622 3.439 -10.055  C195 1.090
207 H 2.846 1.377 -8.233  C197 1.090
208 H 2.103 2.602 -7.239  C197 1.090
209 H 3.680 2.488 -5.571  C198 1.090
210 H 4.979 1.914 -6.599  C198 1.090
211 H 2.747 0.547 -5.240  N199 1.010
212 H 4.722 1.000 -4.332  C200 1.090
213 H 5.498 -0.057 -5.492  C200 1.090
214 H 5.334 -1.381 -3.686  C201 1.090
215 H 3.741 -1.889 -4.523  C201 1.090
216 H 4.235 -2.169 -1.698  C203 1.090
217 H 2.699 -2.531 -2.479  C203 1.090
218 H 2.766 -1.336 -1.173  C203 1.090
219 C 9.146 -0.166 8.175  O220 1.428, H228 1.090, H229 1.090, H230 1.090
220 O 8.297 -1.263 7.837  C219 1.428, C221 1.436
221 C 6.945 -0.962 7.457  O220 1.436, C222 1.490, H231 1.090, H232 1.090
222 C 6.905 -0.269 6.138  C221 1.490, N223 1.491, H233 1.090, H234 1.090
223 N 7.301 -1.150 5.003  C222 1.491, C224 1.447, H235 1.010
224 C 7.474 -0.588 3.681  N223 1.447, C225 1.597, H236 1.090, H237 1.090
225 C 6.087 -0.351 2.926  C224 1.597, O226 1.495, H238 1.090, H239 1.090
226 O 6.449 0.275 1.617  C225 1.495, C227 1.412
227 C 5.283 0.725 0.960  O226 1.412, H240 1.090, H241 1.090, H242 1.090
228 H 9.969 -0.538 8.785  C219 1.090
229 H 8.585 0.402 8.916  C219 1.090
230 H 9.533 0.308 7.272  C219 1.090
231 H 6.452 -0.465 8.292  C221 1.090
232 H 6.625 -2.002 7.393  C221 1.090
233 H 7.489 0.650 6.094  C222 1.090
234 H 5.909 0.173 6.093  C222 1.090
235 H 8.019 -1.814 5.255  N223 1.010
236 H 8.010 -1.291 3.043  C224 1.090
237 H 8.076 0.316 3.773  C224 1.090
238 H 5.367 0.079 3.622  C225 1.090
239 H 5.687 -1.362 3.001  C225 1.090
240 H 4.540 1.149 1.636  C227 1.090
241 H 4.919 -0.197 0.507  C227 1.090
242 H 5.536 1.260 0.044  C227 1.090
243 C 2.110 8.115 10.543  O244 1.480, H252 1.090, H253 1.090, H254 1.090
244 O 2.343 6.872 9.774  C243 1.480, C245 1.435
245 C 1.545 6.749 8.588  O244 1.435, C246 1.539, H255 1.090, H256 1.090
246 C 1.640 5.251 8.249  C245 1.539, N247 1.440, H257 1.090, H258 1.090
247 N 0.846 4.511 9.196  C246 1.440, C248 1.505, H259 1.010
248 C -0.566 4.223 8.762  N247 1.505, C249 1.554, H260 1.090, H261 1.090
249 C -0.696 3.071 7.727  C248 1.554, O250 1.491, H262 1.090, H263 1.090
250 O -0.322 3.371 6.316  C249 1.491, C251 1.370
251 C -1.381 3.982 5.699  O250 1.370, H264 1.090, H265 1.090, H266 1.090
252 H 1.041 8.282 10.674  C243 1.090
253 H 2.657 8.889 10.006  C243 1.090
254 H 2.576 8.064 11.528  C243 1.090
255 H 1.907 7.431 7.818  C245 1.090
256 H 0.544 7.175 8.651  C245 1.090
257 H 2.668 4.891 8.284  C246 1.090
258 H 1.403 5.124 7.192  C246 1.090
259 H 0.876 4.951 10.104  N247 1.010
260 H -0.972 5.204 8.514  C248 1.090
261 H -1.028 4.027 9.729  C248 1.090
262 H -1.733 2.747 7.811  C249 1.090
263 H -0.114 2.204 8.040  C249 1.090
264 H -1.281 4.105 4.621  C251 1.090
265 H -1.719 4.917 6.148  C251 1.090
266 H -2.111 3.187 5.548  C251 1.090
267 C -4.408 -2.355 -4.677  O268 1.397, H276 1.090, H277 1.090, H278 1.090
268 O -5.513 -1.647 -4.198  C267 1.397, C269 1.478
269 C -5.257 -0.585 -3.203  O268 1.478, C270 1.512, H279 1.090, H280 1.090
270 C -4.633 0.718 -3.651  C269 1.512, N271 1.472, H281 1.090, H282 1.090
271 N -4.945 1.848 -2.760  C270 1.472, C272 1.464, H283 1.010
272 C -3.891 2.843 -2.557  N271 1.464, C273 1.544, H284 1.090, H285 1.090
273 C -4.383 3.944 -1.592  C272 1.544, O274 1.390, H286 1.090, H287 1.090
274 O -4.219 3.401 -0.323  C273 1.390, C275 1.458
275 C -4.782 4.322 0.657  O274 1.458, H288 1.090, H289 1.090, H290 1.090
276 H -3.763 -1.791 -5.350  C267 1.090
277 H -4.685 -3.261 -5.215  C267 1.090
278 H -3.964 -2.688 -3.739  C267 1.090
279 H -4.647 -0.998 -2.399  C269 1.090
280 H -6.259 -0.437 -2.801  C269 1.090
281 H -4.847 0.906 -4.703  C270 1.090
282 H -3.566 0.583 -3.824  C270 1.090
283 H -5.286 1.516 -1.869  N271 1.010
284 H -3.611 3.190 -3.552  C272 1.090
285 H -2.955 2.421 -2.193  C272 1.090
286 H -5.461 4.079 -1.682  C273 1.090
287 H -3.643 4.735 -1.708  C273 1.090
288 H -4.267 5.283 0.662  C275 1.090
289 H -4.619 3.871 1.635  C275 1.090
290 H -5.830 4.472 0.396  C275 1.090
291 C -1.977 3.154 -14.683  O292 1.378, H300 1.090, H301 1.090, H302 1.090
292 O -1.674 2.244 -13.695  C291 1.378, C293 1.440
293 C -1.996 2.592 -12.335  O292 1.440, C294 1.568, H303 1.090, H304 1.090
294 C -1.036 1.837 -11.352  C293 1.568, N295 1.461, H305 1.090, H306 1.090
295 N -1.118 2.549 -10.079  C294 1.461, C296 1.442, H307 1.010
296 C -0.200 2.080 -9.070  N295 1.442, C297 1.568, H308 1.090, H309 1.090
297 C -0.832 0.900 -8.254  C296 1.568, O298 1.383, H310 1.090, H311 1.090
298 O -0.726 1.225 -6.915  C297 1.383, C299 1.402
299 C -1.729 1.938 -6.244  O298 1.402, H312 1.090, H313 1.090, H314 1.090
300 H -1.633 2.726 -15.624  C291 1.090
301 H -1.437 4.093 -14.559  C291 1.090
302 H -2.980 3.577 -14.615  C291 1.090
303 H -3.024 2.329 -12.084  C293 1.090
304 H -1.911 3.677 -12.273  C293 1.090
305 H -0.077 1.846 -11.871  C294 1.090
306 H -1.409 0.840 -11.119  C294 1.090
307 H -0.973 3.535 -10.241  N295 1.010
308 H -0.107 2.994 -8.484  C296 1.090
309 H 0.773 1.862 -9.511  C296 1.090
310 H -0.381 -0.034 -8.590  C297 1.090
311 H -1.891 0.787 -8.488  C297 1.090
312 H -1.573 1.922 -5.165  C299 1.090
313 H -2.680 1.414 -6.334  C299 1.090
314 H -1.618 3.007 -6.429  C299 1.090